Below is C28H39BN8O4S2W as an isolated structure, with properties calculated with the ωB97M-V functional and the def2-TZVPD basis.

```
! RIJCOSX wB97M-V def2-TZVPD def2/J DEFGRID3
* xyz 0 3
W 0.100 0.087 -0.088
C -2.265 1.269 -2.970
C -1.740 0.105 -3.808
C -0.792 0.563 -4.921
C -1.185 -1.040 -2.997
C -0.985 -2.351 -3.473
C -0.762 -3.120 -2.354
N -0.805 -2.328 -1.272
N -1.039 -1.038 -1.673
B -1.281 -2.730 0.160
N -2.367 -1.712 0.536
C -3.656 -1.967 0.769
C -4.297 -0.774 0.999
C -3.303 0.210 0.894
N -2.121 -0.370 0.614
C -3.543 1.680 1.091
C -4.921 2.083 0.565
C -3.424 2.035 2.582
N -0.189 -2.599 1.235
C 0.099 -3.444 2.225
C 0.794 -2.760 3.197
C 0.879 -1.438 2.740
N 0.292 -1.358 1.533
C 1.412 -0.278 3.530
C 0.585 -0.110 4.808
C 2.891 -0.483 3.872
H -2.739 2.000 -3.628
H -1.467 1.771 -2.429
H -3.011 0.923 -2.249
H -2.611 -0.345 -4.293
H 0.074 1.089 -4.518
H -1.316 1.247 -5.593
H -0.439 -0.284 -5.515
H -1.058 -2.686 -4.496
H -0.612 -4.187 -2.252
H -1.720 -3.849 0.159
H -4.029 -2.981 0.742
H -5.343 -0.625 1.211
H -2.795 2.230 0.530
H -5.720 1.637 1.164
H -5.061 1.783 -0.476
H -5.032 3.167 0.626
H -4.196 1.506 3.149
H -3.561 3.110 2.728
H -2.448 1.760 2.977
H -0.241 -4.469 2.184
H 1.159 -3.146 4.136
H 1.294 0.620 2.930
H 0.693 -0.974 5.470
H -0.476 0.015 4.577
H 0.923 0.775 5.349
H 3.019 -1.385 4.479
H 3.267 0.368 4.445
H 3.493 -0.576 2.969
C 0.887 4.519 1.662
C 1.085 3.087 1.208
S -0.399 2.174 1.014
C 2.274 2.519 1.018
C 3.595 3.201 1.239
S 2.390 0.849 0.510
H -0.156 4.814 1.543
H 1.497 5.204 1.070
H 1.153 4.647 2.716
H 3.468 4.266 1.431
H 4.247 3.077 0.372
H 4.110 2.758 2.098
C 2.523 -3.185 -0.287
C 2.536 -2.071 -1.269
N 1.692 -1.060 -1.342
C 2.126 -0.244 -2.363
C 3.223 -0.792 -2.942
N 3.460 -1.941 -2.236
C 4.165 -0.412 -4.026
O 3.942 0.724 -4.635
O 5.084 -1.156 -4.282
C 1.438 1.046 -2.602
O 1.791 1.767 -3.536
O 0.485 1.312 -1.788
H 1.551 -3.671 -0.277
H 2.716 -2.803 0.718
H 3.287 -3.920 -0.536
H 4.242 -2.545 -2.434
H 3.166 1.212 -4.216
*
```

## Properties
Energy (eV): -73958.807
LUMO energy (spin up / spin down) (Ha): 0.006 / -0.007
Expectation value of S²: 2.015
Frontier orbital gap (spin up / spin down) (eV): 6.76 / 7.01
ΔE to the lowest compared entry with this formula, charge and spin (kJ/mol): 0.0
HOMO energy (spin up / spin down) (eV): -6.599 / -7.196
Molar mass (g mol⁻¹): 810.5